Record 1
Below is a 3-piece molecular cluster, C23H48N3O9P2 overall, with properties calculated with the ωB97M-V functional and the def2-TZVPD basis.

Values from the calculation:
* lowest unoccupied orbital energy: -0.1194 Eh
* HOMO-LUMO gap: 8.5 eV
* energy relative to the best compared isomer or geometry (same formula, charge and spin): 4.405 eV
* molar mass: 572.6 g mol⁻¹

```
! RIJCOSX wB97M-V def2-TZVPD def2/J DEFGRID3
* xyz 1 1
P -4.88 2.38 -5.91
P 5.92 -3.42 6.03
O -1.96 -1.25 -0.24
O -3.95 1.73 -7.14
O -3.83 3.73 -5.93
O 4.88 -4.01 5.06
O -5.89 1.24 -5.86
O 4.90 -2.28 6.69
O 6.69 -2.45 4.94
O 7.12 -2.88 7.11
O -3.95 1.89 -4.63
N 0.87 -0.34 0.33
N 0.90 -0.17 -2.03
N -2.68 0.73 -1.27
C -0.38 2.79 0.33
C -1.90 2.34 0.64
C -4.80 2.16 -9.38
C 1.25 -1.66 -0.21
C -4.44 0.95 -3.68
C -2.90 -0.37 -0.33
C -4.56 1.14 -8.28
C 0.67 0.54 -0.79
C -3.63 4.53 -7.08
C -2.81 2.08 -0.65
C 1.28 -1.58 -1.78
C 7.02 -4.30 9.07
C 0.30 2.08 -0.94
C 5.38 -1.82 3.00
C 6.54 -2.64 3.54
C 0.71 0.03 1.75
C 3.56 -2.61 7.05
C -4.83 5.39 -7.40
C 3.46 -3.11 8.48
C -4.16 -0.55 0.64
C 1.46 -0.71 2.72
C -4.08 -0.46 -4.09
C 6.96 -2.89 8.51
H -3.33 3.92 -7.93
H -4.40 -1.68 0.65
H -4.67 5.95 -8.32
H 0.81 0.22 -2.99
H -2.78 5.18 -6.87
H -3.93 -0.28 1.75
H 6.83 -4.29 10.15
H -5.26 1.69 -10.25
H -5.02 6.10 -6.58
H -4.43 -0.70 -5.10
H 3.12 -3.35 6.37
H -5.51 1.07 -3.52
H 6.05 -2.38 8.81
H 1.27 2.66 -1.17
H -3.85 2.61 -9.71
H 6.43 -3.70 3.30
H -4.51 -1.19 -3.40
H -1.83 0.62 -1.84
H 0.31 2.71 1.27
H -2.61 2.94 -1.41
H -5.45 2.97 -9.04
H 1.53 -2.39 -2.54
H 5.58 -0.75 3.13
H 6.28 -4.95 8.60
H 1.52 -2.61 0.39
H -5.08 0.00 0.23
H 2.43 -3.36 8.73
H 0.00 0.83 2.17
H 7.78 -2.31 8.94
H 2.97 -1.70 6.95
H -0.36 2.18 -1.89
H 1.41 -0.37 3.82
H 4.45 -2.03 3.53
H -5.74 4.78 -7.51
H 7.47 -2.31 3.07
H 3.82 -2.35 9.18
H -0.42 3.92 0.10
H 8.00 -4.74 8.89
H 5.23 -2.02 1.94
H -3.92 2.21 -0.35
H -3.96 1.18 -2.73
H 4.08 -4.01 8.62
H -3.88 0.37 -8.65
H -5.50 0.64 -8.04
H -2.38 3.25 1.20
H -2.99 -0.59 -4.10
H 2.07 -1.65 2.49
H -1.88 1.49 1.41
*
```

=====

Record 2
Below is a 2-piece molecular cluster, C4H12N3 overall, with properties calculated with the ωB97M-V functional and the def2-TZVPD basis.

Values from the calculation:
* lowest unoccupied orbital energy: -0.1311 Eh
* HOMO-LUMO gap: 10.1 eV
* energy relative to the best compared isomer or geometry (same formula, charge and spin): 1.495 eV
* molar mass: 102.2 g mol⁻¹

```
! RIJCOSX wB97M-V def2-TZVPD def2/J DEFGRID3
* xyz 1 1
N -0.18 0.01 1.66
N -0.06 1.11 -2.83
N -0.09 -0.26 -0.93
C 0.63 0.81 2.20
C -0.54 0.69 -1.65
C -1.19 -0.73 2.41
C 1.08 -1.00 -1.39
H -1.13 -0.48 3.46
H 1.99 -0.40 -1.30
H 0.99 -1.31 -2.43
H 0.62 0.98 3.27
H -2.16 -0.48 2.01
H -1.40 1.25 -1.29
H 0.65 0.58 -3.31
H 1.19 -1.90 -0.80
H -0.61 1.73 -3.40
H -1.02 -1.79 2.27
H -0.14 -0.13 0.49
H 1.35 1.32 1.57
*
```

=====

Record 3
Below is C16H24Cl30NOS2Si as an isolated structure, with properties calculated with the ωB97M-V functional and the def2-TZVPD basis.

Values from the calculation:
* lowest unoccupied orbital energy: -0.1750 Eh
* HOMO-LUMO gap: 7.6 eV
* molar mass: 1402.2 g mol⁻¹

```
! RIJCOSX wB97M-V def2-TZVPD def2/J DEFGRID3
* xyz 1 1
Cl -4.44 -8.10 4.63
Cl -0.58 -2.64 -4.94
Cl 3.92 6.83 0.07
Cl -7.64 -1.73 2.08
Cl 0.15 -5.94 -0.50
Cl 1.52 -6.78 1.91
Cl -2.21 3.22 -8.79
Cl 0.32 10.62 -1.09
Cl -2.71 0.74 -10.23
Cl -4.50 -3.09 0.45
Cl 2.06 7.56 5.41
Cl -2.91 -5.93 5.80
Cl -1.94 -7.27 3.42
Cl -6.94 -4.26 3.33
Cl 1.34 9.60 1.42
Cl -0.30 9.14 6.02
Cl 5.64 6.24 -2.20
Cl -2.88 -5.37 1.17
Cl -2.14 -3.72 -1.12
Cl 5.96 0.48 1.51
Cl -0.59 6.47 4.92
Cl 0.27 -8.76 0.19
Cl 5.41 2.16 -0.80
Cl 1.30 -0.54 -5.63
Cl -4.92 2.24 -9.09
Cl 7.25 3.06 1.24
Cl -1.24 -0.73 -7.03
Cl -8.25 -4.24 0.75
Cl -0.82 8.22 0.07
Cl 2.94 5.18 -2.11
S -2.03 1.61 -3.09
S 0.87 -0.33 -1.83
Si 1.04 -1.20 1.89
O 2.54 -0.89 1.15
N 0.64 1.20 -2.50
C 1.43 -2.27 3.39
C 2.57 -0.28 -1.23
C 1.12 -7.22 0.25
C -0.54 1.40 -2.80
C 0.40 7.93 4.94
C -2.83 -7.46 4.93
C 0.17 0.33 2.52
C -3.23 1.79 -8.91
C -3.48 -4.39 -0.16
C 0.64 9.18 -0.14
C 4.36 5.64 -1.16
C 2.61 0.17 0.23
C 6.63 1.66 0.38
C -0.41 -0.98 -5.51
C -0.15 -2.15 0.78
C -8.10 -3.43 2.30
H -4.07 -5.02 -0.81
H 0.92 -1.86 4.25
H 1.37 8.58 -0.68
H 0.93 -1.21 -2.86
H 4.72 4.75 -0.66
H -0.85 -0.34 -4.76
H -3.13 1.23 -7.98
H -9.06 -3.45 2.79
H 0.25 -2.46 -0.18
H 2.04 -7.31 -0.30
H -0.85 0.02 2.76
H -2.29 -8.17 5.55
H 3.08 -1.22 -1.41
H -1.08 -1.60 0.67
H 0.41 8.34 3.94
H 0.08 1.13 1.79
H 0.65 0.68 3.43
H 1.16 -3.31 3.24
H 2.49 -2.16 3.61
H 3.08 0.48 -1.82
H 1.87 0.96 0.37
H 7.45 1.20 -0.16
H 3.58 0.64 0.37
H -0.43 -3.07 1.30
*
```

=====

Record 4
Below is C20H37F3O12SSi2 as an isolated structure, with properties calculated with the ωB97M-V functional and the def2-TZVPD basis.

Values from the calculation:
* lowest unoccupied orbital energy: 0.0127 Eh
* HOMO-LUMO gap: 9.7 eV
* molar mass: 614.7 g mol⁻¹

```
! RIJCOSX wB97M-V def2-TZVPD def2/J DEFGRID3
* xyz 0 1
S 5.32 0.06 -1.63
Si 2.66 1.27 2.00
Si 3.40 0.51 -0.60
F -5.53 -0.20 -3.47
F 1.24 -0.08 8.46
F 0.54 7.72 2.56
O 3.67 1.52 0.66
O 1.35 5.62 2.32
O -4.50 -4.51 -3.82
O 0.79 2.02 5.77
O 0.07 4.53 3.79
O 0.20 0.52 4.19
O 0.81 -0.17 6.24
O -4.63 -2.26 -3.77
O 5.90 1.24 -2.23
O 6.20 -0.56 -0.65
O -6.50 -3.48 -3.89
O 1.77 3.46 2.80
C 0.95 0.13 -1.83
C -0.30 -3.80 -2.34
C -5.66 -1.37 -4.15
C 1.56 0.47 7.26
C 0.56 0.77 5.28
C -6.91 -2.12 -3.72
C -1.57 0.73 -1.69
C 1.08 1.90 7.16
C -2.45 -0.53 -1.62
C -1.30 -2.63 -2.55
C 0.71 -3.63 -1.20
C -5.15 -3.52 -3.82
C 4.95 -1.15 -2.87
C 0.28 -4.32 0.11
C -0.30 0.63 -2.56
C -0.36 5.90 3.81
C 1.12 4.44 2.96
C -1.68 -1.84 -1.30
C 0.18 6.41 2.49
C 2.12 1.15 -1.81
H -0.84 -1.56 -0.68
H 1.34 -0.78 -2.30
H 0.73 -0.12 -0.79
H -7.15 -1.93 -2.68
H -0.48 0.08 -3.48
H -2.22 -3.08 -2.93
H 2.56 1.19 -2.81
H -0.08 1.65 -2.89
H 0.10 6.41 4.66
H 0.94 -2.60 -0.96
H -1.26 1.07 -0.70
H 0.17 2.07 7.74
H 3.29 1.91 3.15
H 0.28 -3.87 -3.26
H 1.84 2.62 7.46
H -3.12 -0.39 -0.77
H 4.49 -2.03 -2.41
H 5.85 -1.42 -3.41
H 1.35 1.79 1.60
H 1.66 -4.09 -1.50
H 1.77 2.14 -1.49
H -0.93 -1.99 -3.36
H 1.14 -4.63 0.71
H -1.44 5.97 3.88
H -2.37 -2.46 -0.72
H -5.59 -1.17 -5.22
H -7.77 -1.90 -4.34
H -0.26 -3.60 0.73
H -0.35 -5.19 -0.09
H -2.17 1.54 -2.12
H -3.06 -0.64 -2.52
H -0.83 -4.74 -2.21
H 2.96 -0.79 -0.07
H 2.53 -0.17 2.29
H 4.21 -0.72 -3.55
H -0.48 6.26 1.64
H 2.62 0.33 7.08
*
```

=====

Record 5
Below is C4H8O5 in the gas phase, with properties calculated with the ωB97M-V functional and the def2-TZVPD basis.

Values from the calculation:
* lowest unoccupied orbital energy: 0.0203 Eh
* HOMO-LUMO gap: 10.8 eV
* energy relative to the best compared isomer or geometry (same formula, charge and spin): 3.962 eV
* SMILES string: O=C(O)[C@@H](O)[C@H](O)CO
* molar mass: 136.1 g mol⁻¹

```
! RIJCOSX wB97M-V def2-TZVPD def2/J DEFGRID3
* xyz 0 1
O 1.25 -0.73 -1.21
O 0.25 1.78 -0.35
O -2.43 0.97 -0.08
O -0.19 -1.53 1.05
O -1.80 -1.11 -0.98
C -0.54 -0.25 0.93
C 1.70 -0.04 -0.15
C -1.65 -0.02 -0.05
C 0.57 0.69 0.53
H 0.99 0.18 -1.87
H -0.66 2.03 -0.13
H -2.56 -0.93 -1.33
H 2.51 0.58 -0.32
H 0.08 -2.09 0.13
H 2.19 -0.93 0.47
H -0.92 0.09 1.84
H 1.21 1.32 1.51
*
```

=====

Number 1: strongest force on any atom 8.94 eV/Å. Number 2: strongest force on any atom 0.63 eV/Å. Number 3: strongest force on any atom 1.31 eV/Å. Number 4: strongest force on any atom 1.82 eV/Å. Number 5: strongest force on any atom 10.08 eV/Å.